No. 1
C56H102F6N18O2P | ωB97M-V with the def2-TZVPD basis set

```
185
Properties=species:S:1:pos:R:3:mulliken_charge:R:1
C 1.8254 1.0193 8.9353 -1.2273
C 2.1511 1.9418 7.7230 -0.2310
N 3.3324 2.8391 7.9835 0.1825
C 3.3417 4.1796 7.6354 -0.2661
C 4.5406 4.7445 8.0219 -0.4894
N 5.2676 3.7088 8.6247 0.1000
C 4.5749 2.4973 8.5392 -0.1025
C 6.5189 3.8521 9.2967 -0.8624
H 1.6167 1.6001 9.8337 0.3782
H 2.6939 0.4885 9.3252 0.3414
H 0.9659 0.3804 8.7327 0.3643
H 1.2301 2.4654 7.4669 0.3305
H 2.4897 1.2661 6.9375 0.2494
H 2.4558 4.6011 7.1840 0.4151
H 4.9211 5.7553 8.0162 0.4719
H 4.8692 1.5241 8.9035 0.3332
H 6.8609 2.8494 9.5532 0.3020
H 6.3867 4.3647 10.2496 0.3691
H 7.3007 4.2348 8.6406 0.3409
C 8.1766 1.3684 1.9021 -0.9696
C 7.9270 2.6452 2.7778 -0.5903
N 9.1563 2.9996 3.4481 0.1844
C 9.7287 2.3384 4.4744 -0.3136
C 10.8940 2.9663 4.7979 -0.4186
N 11.1872 3.9232 3.8602 0.1118
C 10.0953 3.8912 2.9650 -0.1997
C 12.2810 4.8373 3.8516 -0.7823
H 8.8754 1.6275 1.1067 0.3266
H 7.2261 0.9693 1.5479 0.3583
H 8.6655 0.5899 2.4878 0.3315
H 7.1033 2.5451 3.4847 0.3563
H 7.6832 3.5013 2.1487 0.3148
H 9.3447 1.4684 4.9862 0.4471
H 11.5295 2.7698 5.6487 0.4560
H 10.0135 4.4856 2.0669 0.3798
H 13.1579 4.2992 3.4916 0.3357
H 12.3821 5.0997 4.9047 0.3356
H 12.1719 5.7346 3.2425 0.3363
C 1.6941 -11.2144 2.1249 -1.1805
C 1.5342 -10.6252 3.5871 -0.3456
N 1.7647 -9.1617 3.6966 0.2276
C 2.7463 -8.3865 3.1038 -0.2932
C 2.5628 -7.0196 3.5128 -0.3924
N 1.4377 -6.9954 4.2914 0.0829
C 0.9863 -8.2686 4.4102 -0.2497
C 0.7694 -5.8009 4.9206 -0.7658
H 1.5542 -12.2953 2.1247 0.3832
H 2.7071 -11.1356 1.7303 0.3583
H 1.0423 -10.7688 1.3735 0.3292
H 2.1030 -11.1295 4.3684 0.3333
H 0.4757 -10.8110 3.7688 0.3049
H 3.5595 -8.7930 2.5207 0.3868
H 3.0926 -6.1037 3.2967 0.4185
H 0.2180 -8.5428 5.1180 0.4355
H 1.0777 -4.8883 4.4105 0.3025
H 1.1436 -5.8402 5.9436 0.3509
H -0.3007 -6.0062 4.8908 0.3129
C 2.4514 -2.3597 -9.9021 -1.3219
C 2.1610 -0.8792 -9.9175 -0.1877
N 2.1783 -0.1978 -8.6539 0.1748
C 1.3651 0.9052 -8.3892 -0.4317
C 1.7497 1.3291 -7.1153 -0.2564
N 2.6177 0.4565 -6.5532 0.1664
C 2.9543 -0.4400 -7.5308 -0.3018
C 3.1586 0.5813 -5.2926 -0.7644
H 3.5136 -2.5767 -9.7890 0.3709
H 2.1903 -2.7513 -10.8853 0.3784
H 1.9376 -2.8864 -9.0980 0.3629
H 1.2076 -0.7428 -10.4279 0.3418
H 2.8817 -0.4450 -10.6104 0.2675
H 0.6705 1.2618 -9.1353 0.4303
H 1.4246 2.1486 -6.4915 0.3858
H 3.5784 -1.3086 -7.3812 0.4143
H 4.2480 0.5440 -5.2987 0.3631
H 2.8236 -0.2275 -4.6433 0.3533
H 2.7842 1.5249 -4.8957 0.2546
C -4.5015 7.1788 0.6940 -1.0365
C -5.3232 6.3616 1.7101 -0.5658
N -6.3467 5.4956 1.0296 0.1921
C -7.2967 5.9938 0.1887 -0.3228
C -8.0851 4.8971 -0.2513 -0.4041
N -7.4470 3.7072 0.1881 0.2010
C -6.3406 4.1111 0.9784 -0.2062
C -7.9729 2.3658 -0.0184 -0.8713
H -4.0279 6.5189 -0.0330 0.3090
H -3.7975 7.8042 1.2430 0.3472
H -5.0850 7.8716 0.0877 0.3632
H -5.8612 6.9589 2.4463 0.3447
H -4.6803 5.7680 2.3601 0.3750
H -7.4330 7.0273 -0.0938 0.3925
H -8.9163 4.8646 -0.9402 0.4370
H -5.7141 3.4475 1.5559 0.4211
H -7.6894 1.6898 0.7883 0.3545
H -7.5127 1.9745 -0.9257 0.3109
H -9.0600 2.2997 -0.0641 0.3569
C 3.3175 13.2956 1.6494 -0.9842
C 4.6371 12.5184 1.3775 -0.4750
N 4.2981 11.2362 0.7730 0.0745
C 4.2972 11.0588 -0.5841 -0.2635
C 3.8725 9.7021 -0.8221 -0.3663
N 3.5771 9.1653 0.4757 0.1444
C 3.9623 10.0768 1.4348 -0.1370
C 2.9668 7.8807 0.7062 -0.7908
H 3.1104 13.1265 2.7061 0.3177
H 2.4176 13.0021 1.1090 0.3230
H 3.4464 14.3765 1.7048 0.3489
H 5.1087 12.2216 2.3143 0.3319
H 5.2461 13.1298 0.7117 0.3100
H 4.6460 11.8663 -1.2107 0.4168
H 3.8281 9.0696 -1.6964 0.4042
H 3.8426 9.8463 2.4831 0.3980
H 3.4612 7.2592 1.4528 0.3187
H 2.9861 7.3402 -0.2402 0.2678
H 1.9283 8.0473 0.9925 0.3609
C 1.2678 -7.8620 -3.7037 -1.0414
C 1.4325 -6.8362 -4.8606 -0.5434
N 0.1585 -6.2559 -5.2408 0.1969
C -0.4242 -5.0978 -4.7236 -0.4628
C -1.5532 -4.7930 -5.5501 -0.3293
N -1.6934 -5.8642 -6.3303 0.1171
C -0.7415 -6.7616 -6.1009 -0.0925
C -2.6871 -5.9105 -7.3683 -0.8231
H 0.7150 -7.4837 -2.8439 0.3261
H 2.2076 -8.3223 -3.3989 0.3686
H 0.6863 -8.7121 -4.0605 0.3422
H 1.7421 -7.3688 -5.7598 0.3160
H 2.1384 -6.0269 -4.6738 0.3513
H 0.1003 -4.5067 -3.9874 0.4614
H -2.1079 -3.8925 -5.7689 0.4095
H -0.5766 -7.7047 -6.6007 0.4008
H -2.8957 -4.9850 -7.9050 0.3398
H -3.5931 -6.3076 -6.9104 0.3461
H -2.3818 -6.6577 -8.1007 0.3169
C -4.3082 -6.9624 1.1252 -1.0299
C -5.2374 -8.0834 0.5428 -0.4371
N -4.7746 -9.4265 1.0719 0.1828
C -4.1020 -10.4433 0.3040 -0.3511
C -3.7735 -11.5341 1.1743 -0.3185
N -4.3447 -11.2348 2.4413 0.1355
C -4.9656 -9.9857 2.3440 -0.2438
C -4.2688 -12.0060 3.6175 -0.8033
H -3.2605 -6.9976 0.8265 0.3129
H -4.2812 -6.7969 2.2023 0.3430
H -4.6761 -5.9809 0.8262 0.3732
H -5.1926 -8.1523 -0.5441 0.2740
H -6.2677 -8.0219 0.8932 0.3281
H -3.8188 -10.3039 -0.7288 0.3858
H -3.1931 -12.4359 1.0467 0.4355
H -5.5326 -9.5190 3.1359 0.4267
H -3.7153 -11.4598 4.3814 0.3447
H -3.7366 -12.9308 3.3948 0.2843
H -5.2546 -12.2538 4.0109 0.3582
C -8.9422 2.0760 -9.5601 -1.1639
C -9.4852 2.2612 -8.2389 -0.2282
N -8.4057 2.9471 -7.5348 0.1613
C -8.3223 4.3156 -7.2601 -0.4636
C -7.1991 4.5488 -6.5841 -0.3238
N -6.4036 3.4359 -6.5711 0.1347
C -7.1695 2.4159 -7.1878 -0.1499
C -5.1747 3.2724 -5.8776 -0.8673
H -9.6199 1.4677 -10.1591 0.3859
H -7.9661 1.5926 -9.5993 0.3650
H -8.7365 3.0020 -10.0971 0.3421
H -9.5775 1.3045 -7.7249 0.2613
H -10.3821 2.8766 -8.1686 0.2781
H -9.1895 4.9416 -7.4097 0.3992
H -6.8191 5.4256 -6.0809 0.4844
H -6.9608 1.3766 -7.3941 0.3718
H -4.4495 3.9097 -6.3836 0.3688
H -4.8527 2.2447 -6.0457 0.3022
H -5.2596 3.5648 -4.8310 0.3414
C -5.3847 0.0717 5.9322 -0.7682
C -6.8641 0.3657 6.4088 0.5147
O -7.7123 0.1754 5.4983 -0.7010
O -7.1235 0.6990 7.6365 -0.7231
H -4.8379 0.9824 6.1765 0.1847
H -5.2238 -0.3698 4.9486 0.2610
H -4.9671 -0.7152 6.5603 0.2360
P -0.7365 0.6275 0.4668 1.1568
F -0.8615 0.4969 2.0623 -0.3274
F -0.1462 -0.8670 0.3832 -0.3566
F -2.3111 0.2008 0.2228 -0.3522
F -0.4308 0.7329 -1.1157 -0.3616
F -1.2515 2.1962 0.4585 -0.3695
F 0.8102 1.2250 0.6321 -0.3922
```

The spin multiplicity is 1. The value obtained for the HOMO-LUMO gap is 2.01 eV. The LUMO energy comes out at -10.2 eV. The calculated total energy comes out at -116169.1365 eV. The value obtained for the energy above the lowest of the compared OMol25 structures with the same formula, charge and spin is 56.2 kcal per mole. As for the net charge: +7. The largest force on an atom is 5.85 eV/A.

No. 2
C56H118Br4N12O | ωB97M-V with the def2-TZVPD basis set

```
191
Properties=species:S:1:pos:R:3:mulliken_charge:R:1
C 2.8457 -5.0836 -10.3734 -1.2875
C 3.5929 -5.2436 -9.1441 -0.2213
N 4.5762 -6.2918 -9.2429 0.1734
C 4.6310 -7.4746 -10.0596 -0.2844
C 5.5919 -8.2827 -9.4304 -0.3990
N 6.3932 -7.5455 -8.5904 0.1729
C 5.8083 -6.2959 -8.5520 -0.3125
C 7.4935 -7.9819 -7.7330 -0.8401
H 2.1933 -5.9565 -10.3965 0.3546
H 3.5640 -5.0551 -11.1927 0.3538
H 2.2607 -4.1669 -10.2984 0.3625
H 2.8756 -5.4785 -8.3577 0.2660
H 4.0588 -4.3330 -8.7674 0.4161
H 3.9107 -7.6988 -10.8325 0.3991
H 5.7844 -9.3017 -9.7319 0.4134
H 5.9789 -5.5374 -7.8023 0.3937
H 8.3433 -7.7470 -8.3740 0.3454
H 7.3205 -8.9631 -7.2909 0.3676
H 7.5431 -7.3879 -6.8205 0.3205
C 0.5668 4.5848 -7.2336 -1.1264
C 0.2314 4.6824 -8.7355 -0.3759
N -0.8416 5.6999 -8.8545 0.1761
C -0.7908 7.0502 -8.4880 -0.4643
C -2.0226 7.6582 -8.5181 -0.2864
N -2.8234 6.6423 -9.0126 0.0865
C -2.1157 5.4582 -9.2513 -0.0429
C -4.2273 6.8042 -9.1724 -0.8177
H 1.2405 5.3718 -6.8949 0.3533
H 1.2220 3.7471 -6.9947 0.4027
H -0.3410 4.3135 -6.6948 0.3172
H -0.1557 3.7134 -9.0507 0.2895
H 1.0927 5.0035 -9.3213 0.3147
H 0.1486 7.4217 -8.1059 0.3861
H -2.3832 8.6370 -8.2382 0.4552
H -2.4716 4.5179 -9.6456 0.3544
H -4.6346 6.0487 -9.8443 0.2986
H -4.5469 7.7969 -9.4897 0.3155
H -4.7250 6.6623 -8.2130 0.3635
C -6.3252 -2.2723 -11.5394 -1.0172
C -4.9531 -2.8009 -11.6818 -0.5132
N -4.7717 -4.0444 -10.8856 0.2140
C -4.5209 -4.0459 -9.5297 -0.3589
C -4.4673 -5.3534 -9.0365 -0.3624
N -4.5929 -6.2206 -10.1019 0.0914
C -4.7021 -5.4156 -11.1919 -0.2001
C -4.5548 -7.7215 -10.1245 -0.7413
H -6.5064 -1.3950 -12.1604 0.3661
H -6.5709 -1.9978 -10.5135 0.3250
H -7.1130 -2.8818 -11.9819 0.3317
H -4.1248 -2.1478 -11.4070 0.3335
H -4.7346 -3.1185 -12.7013 0.3161
H -4.3497 -3.1246 -8.9928 0.4056
H -4.2458 -5.8088 -8.0825 0.4328
H -4.8406 -5.7822 -12.1982 0.4013
H -3.8651 -8.0419 -10.9053 0.3490
H -5.5588 -8.1231 -10.2618 0.3231
H -4.2189 -8.0176 -9.1307 0.3014
C -7.3194 5.3588 0.4960 -1.0193
C -5.9841 4.7433 0.9935 -0.5490
N -4.8986 5.6893 0.9690 0.1302
C -4.2216 6.1313 -0.1585 -0.3154
C -3.4990 7.1853 0.2606 -0.4395
N -3.4528 7.2775 1.6448 0.1520
C -4.4362 6.4251 2.0031 -0.1161
C -2.8413 8.2372 2.5341 -0.8000
H -7.7569 6.0641 1.2027 0.3320
H -8.0339 4.5619 0.2901 0.3523
H -7.1097 6.0397 -0.3289 0.3408
H -5.7039 3.9159 0.3416 0.3222
H -6.0764 4.3383 2.0013 0.3763
H -4.4097 5.7075 -1.1339 0.4306
H -2.8571 7.8409 -0.3090 0.3877
H -4.9025 6.3399 2.9735 0.4010
H -1.9132 8.6704 2.1612 0.3123
H -2.5389 7.8549 3.5090 0.3319
H -3.5080 9.0833 2.7002 0.3678
C -0.8825 6.3592 17.3984 -1.3522
C -0.3659 6.4745 15.9006 -0.7470
C -1.5081 6.8760 14.9123 -0.2614
C -1.1721 6.4441 13.5698 -0.9025
N -2.4078 5.8893 12.7179 0.0376
C -2.9535 4.4922 13.1656 -0.3516
C -2.8762 3.5830 11.9317 -0.7094
C -2.5426 4.4608 10.7547 -0.6615
C -1.7870 5.6384 11.3028 -0.5911
C -3.5039 6.9565 12.6254 -1.0743
H -1.1147 7.3373 17.8197 0.3314
H -0.1650 5.8010 17.9999 0.4172
H -1.6800 5.6309 17.5461 0.3500
H -0.0202 5.4613 15.6959 0.3518
H 0.5799 7.0105 15.8214 0.4293
H -1.6513 7.9516 15.0157 0.3732
H -2.3724 6.2650 15.1726 0.3083
H -0.4139 5.6634 13.5097 0.4956
H -0.8481 7.2506 12.9120 0.4791
H -3.9777 4.6877 13.4830 0.3504
H -2.3763 4.0441 13.9744 0.2915
H -3.7887 2.9886 11.8859 0.3570
H -2.1415 2.7778 11.9219 0.3653
H -3.4066 4.8488 10.2152 0.2998
H -2.0101 3.9163 9.9749 0.4072
H -1.9982 6.5938 10.8224 0.3631
H -0.7019 5.5423 11.2633 0.4079
H -3.0427 7.8512 12.2072 0.3428
H -3.9539 7.0063 13.6169 0.3955
H -4.0583 6.5532 11.7779 0.4970
C 2.8943 -11.3424 4.7323 -1.2421
C 1.8180 -12.4298 4.8111 -0.5194
C 0.4441 -12.1422 4.1899 -0.4708
C -0.0838 -10.7565 4.6614 -0.8286
N -1.5763 -10.3341 4.1144 0.1272
C -2.1407 -9.0680 4.6600 -0.6779
C -3.5863 -9.0774 4.5020 -0.8042
C -3.9743 -10.5651 4.8187 -0.5545
C -2.6060 -11.3566 4.6379 -0.7268
C -1.6220 -10.3864 2.5232 -0.9145
H 3.1972 -11.0376 3.7306 0.3261
H 3.8374 -11.5934 5.2178 0.3640
H 2.5685 -10.4818 5.3166 0.3250
H 1.6402 -12.5812 5.8759 0.2687
H 2.2551 -13.3320 4.3831 0.3758
H -0.3182 -12.9134 4.3003 0.4206
H 0.7431 -12.1980 3.1432 0.3294
H 0.5711 -9.9551 4.3194 0.5231
H -0.1190 -10.5030 5.7209 0.3781
H -1.5790 -8.4219 3.9854 0.5123
H -1.7989 -9.0379 5.6946 0.4181
H -3.6526 -8.5892 3.5296 0.3021
H -4.1485 -8.3550 5.0938 0.4737
H -4.7325 -10.8790 4.1013 0.3170
H -4.3494 -10.4976 5.8400 0.3607
H -2.6784 -12.2433 4.0081 0.4255
H -2.1820 -11.7039 5.5801 0.3986
H -1.0246 -9.5651 2.1274 0.3405
H -2.6763 -10.3751 2.2465 0.4387
H -1.0901 -11.3068 2.2822 0.3128
C 4.2561 5.8522 2.9026 -1.2396
C 4.6566 5.5447 1.4520 -0.6067
C 5.8971 6.3355 0.9386 -0.4380
C 6.3607 5.9292 -0.5562 -0.8252
N 7.6735 6.5839 -0.9783 0.3702
C 8.8846 5.6988 -0.6944 -0.6970
C 9.2492 4.9954 -2.0621 -0.6098
C 8.1402 5.5029 -3.0159 -0.6741
C 7.8198 6.8169 -2.4363 -0.5747
C 8.0216 7.9119 -0.1859 -1.2372
H 4.2652 6.9393 2.9821 0.3126
H 4.9064 5.3723 3.6340 0.3208
H 3.2727 5.5415 3.2554 0.3822
H 3.8231 5.8473 0.8180 0.2926
H 4.7564 4.4889 1.2000 0.4446
H 6.6761 6.2192 1.6922 0.3602
H 5.4776 7.3405 0.8934 0.3443
H 5.5698 6.2048 -1.2537 0.2974
H 6.5830 4.8676 -0.6649 0.4244
H 9.7049 6.3922 -0.5092 0.3948
H 8.7633 5.1359 0.2311 0.4245
H 10.1661 5.2939 -2.5704 0.3563
H 9.1232 3.9215 -1.9242 0.3250
H 8.4763 5.6336 -4.0445 0.4406
H 7.2947 4.8292 -3.1552 0.3127
H 8.6662 7.4370 -2.7317 0.3371
H 6.9028 7.3058 -2.7652 0.4182
H 8.8549 8.3636 -0.7240 0.5601
H 8.4873 7.7996 0.7932 0.4021
H 7.2143 8.6339 -0.3091 0.3813
C -2.0486 -2.2164 -1.0522 -0.8273
N -0.5080 -1.8898 -1.1489 -0.1573
C 0.3713 -3.1963 -1.0463 -0.9313
C -0.2569 -1.1422 -2.4475 -0.9103
C -0.1147 -0.8703 -0.0072 -0.3167
C -0.3098 -1.4458 1.3685 -0.6880
O -0.4602 -0.2641 2.1885 -0.5485
H -2.6495 -1.4196 -0.6139 0.3078
H -2.1500 -3.1495 -0.4979 0.3788
H -2.2798 -2.3786 -2.1050 0.3986
H 1.4227 -2.9670 -1.2199 0.4089
H 0.1219 -3.8646 -1.8705 0.4187
H 0.3235 -3.6095 -0.0388 0.4067
H -0.5394 -1.6810 -3.3519 0.3298
H 0.7979 -0.8702 -2.4093 0.3959
H -0.9287 -0.3013 -2.2748 0.4365
H -0.8085 -0.0593 -0.2285 0.3057
H 0.8765 -0.5400 -0.3177 0.4196
H 0.5666 -2.0009 1.7031 0.4128
H -1.1568 -2.1047 1.5598 0.4068
H -1.3351 -0.2384 2.5828 0.3326
Br -5.3720 -0.8585 5.4866 -0.9898
Br 0.3384 -9.3349 -5.1068 -0.9951
Br 4.6769 -5.4029 3.0630 -0.9916
Br 5.8804 -1.3984 -4.4635 -0.9915
```

The spin multiplicity is 1. The value obtained for the HOMO-LUMO gap is 1.88 eV. The LUMO energy comes out at -6.7 eV. The calculated total energy comes out at -360040.4417 eV. The value obtained for the energy above the lowest of the compared OMol25 structures with the same formula, charge and spin is 0.0 kcal per mole. As for the net charge: +4. The largest force on an atom is 5.65 eV/A.